Entry from the Open Molecules 2025 dataset: a cluster of 7 separate species, C9H32N2O7 in total (wB97M-V/def2-TZVPD).

Calculated values
Orbital gap in hartree: 0.32948
Total charge: 0
HOMO in hartree: -0.321
DFT total energy in a.u.: -998.1562
Relative energy (zero: lowest compared OMol25 entry of this formula, charge and spin) in eV: 0.114

Each line ends with the Mulliken charge.
Geometry (Å):
O: -2.516 -0.920 -1.310  -0.5100
O: -0.073 1.308 1.342  -0.6152
O: -1.992 2.649 -3.721  -0.6091
O: 3.781 -0.331 1.782  -0.4538
O: 1.040 -1.688 2.129  -0.4835
O: 0.670 -0.654 -2.626  -0.7643
O: 0.716 3.603 -0.190  -0.5618
N: 2.235 -0.755 -0.797  -0.0857
N: 0.181 -0.826 -0.341  0.1851
C: 0.269 -2.875 2.045  -0.8604
C: 1.050 -0.781 -1.290  0.2075
C: -3.559 -1.806 -0.857  -0.4393
C: 5.020 -0.684 2.385  -0.7616
C: -0.940 1.719 -3.426  -0.2105
C: -1.513 1.393 1.386  -0.0744
C: -2.946 -2.747 0.257  -0.7347
C: -1.931 2.045 0.081  -1.0039
C: 1.701 2.759 -0.643  -0.2805
H: 5.473 -1.500 1.874  0.3097
H: -4.468 -1.344 -0.504  0.3742
H: -2.520 -2.132 1.058  -0.0802
H: -2.946 -0.323 -1.917  0.2176
H: -0.776 -2.589 2.037  0.3509
H: -1.939 0.366 1.402  -0.0647
H: 3.394 0.226 2.433  0.2203
H: -0.258 2.261 -2.794  0.0998
H: 0.506 -3.367 2.993  0.3699
H: -3.648 -3.403 0.782  0.4397
H: -1.195 0.731 -2.945  -0.0009
H: 0.603 -3.508 1.176  0.2260
H: -0.467 1.503 -4.356  0.4263
H: 2.553 3.270 -0.983  0.4170
H: -2.157 -3.393 -0.179  0.2688
H: 0.282 3.187 0.527  0.3397
H: -1.481 1.557 -0.768  0.1077
H: -2.963 2.073 -0.233  0.4247
H: -0.828 -0.908 -0.636  -0.1698
H: -1.836 2.015 2.187  0.4310
H: 0.127 0.634 0.628  0.3528
H: 2.072 2.087 0.116  0.0341
H: -3.958 -2.417 -1.743  0.3015
H: 5.093 -0.976 3.445  0.2719
H: -1.563 3.060 0.013  0.4956
H: 2.419 -0.628 0.216  0.1529
H: 1.411 2.028 -1.432  0.0295
H: 5.776 0.123 2.221  0.2815
H: 0.679 -1.288 2.914  0.2712
H: 3.087 -0.753 -1.368  0.2585
H: 0.503 -1.264 0.600  0.5827
H: -2.168 3.258 -2.966  0.3160

=====

Entry from the Open Molecules 2025 dataset: an isolated molecule of C18H20F3NO4S (wB97M-V/def2-TZVPD).

Calculated values
Orbital gap in hartree: 0.33686
Total charge: 0
HOMO in hartree: -0.345
DFT total energy in a.u.: -1751.3915

Each line ends with the Mulliken charge.
Geometry (Å):
S: 4.587 -2.333 -0.377  1.3199
F: -2.601 0.615 5.495  -0.2349
F: -2.465 -1.663 5.372  -0.2571
F: -4.310 -0.596 4.802  -0.2645
O: -2.431 2.244 -3.461  -0.6269
O: 5.589 -2.596 0.662  -0.6781
O: 4.379 -3.529 -1.233  -0.6715
O: -1.164 0.527 -0.429  -0.0513
N: -2.778 0.709 1.304  -0.4337
C: -1.205 -0.796 3.002  -0.2632
C: 0.629 -1.718 0.128  -0.0540
C: 1.674 -0.714 2.052  -0.3997
C: -1.374 2.962 -0.678  -1.7679
C: -1.828 -0.030 -3.229  -1.5111
C: -1.808 1.575 -1.208  -0.0029
C: -2.941 -0.511 4.804  0.9304
C: 0.515 -0.997 1.316  0.4861
C: -0.773 -0.502 1.732  0.6961
C: 1.849 -2.189 -0.324  -0.8494
C: -1.595 0.247 0.882  -0.4438
C: -2.432 -0.300 3.391  -0.0268
C: 3.022 -1.771 0.357  0.2473
C: -1.513 1.405 -2.754  1.6500
C: -0.074 1.810 -3.072  -1.6714
C: 5.155 -0.939 -1.396  -1.0117
C: -3.232 0.418 2.519  -1.0014
C: 2.928 -1.081 1.597  -0.8241
H: -4.146 0.876 2.924  0.3851
H: -0.315 3.024 -0.617  0.3363
H: -2.898 1.509 -1.100  0.4500
H: 3.773 -0.799 2.260  0.3721
H: -0.604 -1.480 3.670  0.4846
H: -0.234 -2.058 -0.455  0.3431
H: -2.829 -0.311 -2.898  0.3531
H: 1.562 -0.061 2.924  0.4589
H: 0.028 2.909 -3.061  0.3373
H: -1.124 -0.764 -2.800  0.1876
H: 0.224 1.418 -4.047  0.5062
H: -2.218 2.249 -4.410  0.3883
H: -1.780 3.126 0.300  0.5032
H: 5.374 -0.094 -0.758  0.3642
H: 1.882 -2.819 -1.214  0.4462
H: -1.775 -0.138 -4.327  0.4698
H: -1.753 3.759 -1.309  0.4041
H: 6.028 -1.297 -1.921  0.3710
H: 4.355 -0.694 -2.069  0.3491
H: 0.647 1.398 -2.348  0.2054

=====

Entry from the Open Molecules 2025 dataset: an isolated molecule of C15H21N3O4 (wB97M-V/def2-TZVPD).

Calculated values
Orbital gap in hartree: 0.30931
Total charge: 0
HOMO in hartree: -0.345
DFT total energy in a.u.: -1049.3327
Relative energy (zero: lowest compared OMol25 entry of this formula, charge and spin) in eV: 4.691

Each line ends with the Mulliken charge.
Geometry (Å):
O: -1.103 -2.988 0.748  -0.6627
O: 7.132 -0.542 1.544  -0.6073
O: 7.582 0.415 -0.325  -0.6090
O: 0.880 0.319 -1.915  -0.7035
N: 0.632 -1.495 -0.627  -0.2036
N: 6.818 -0.101 0.460  0.9932
N: -0.715 -1.594 -0.955  -0.2762
C: -1.567 1.264 0.916  0.1919
C: -2.224 2.648 0.826  -0.6536
C: -3.006 -2.203 -0.536  -0.7116
C: -2.445 0.186 1.559  -0.8541
C: 1.361 -0.469 -1.117  0.5249
C: 3.197 -0.901 0.576  -0.4849
C: 5.023 0.308 -1.153  -0.4588
C: 3.694 0.205 -1.511  -0.4937
C: -2.814 2.951 -0.548  -1.0974
C: -3.571 -0.777 -0.562  -0.5778
C: 2.777 -0.412 -0.661  0.7136
C: -1.549 -2.299 -0.150  0.3353
C: 4.523 -0.797 0.944  -0.7924
C: -3.743 -0.153 0.824  -0.7601
C: 5.429 -0.201 0.075  0.0497
H: -0.999 -0.911 -1.646  0.3886
H: -1.474 3.411 1.044  0.3650
H: -1.856 -0.723 1.682  0.3256
H: 4.873 -1.166 1.896  0.4741
H: 0.908 -2.157 0.087  0.3046
H: 2.494 -1.341 1.267  0.4052
H: -3.608 2.256 -0.805  0.2256
H: 5.749 0.775 -1.800  0.4798
H: -3.003 2.734 1.587  0.2955
H: -4.341 0.754 0.725  0.3450
H: -4.312 -0.848 1.447  0.3941
H: -3.111 -2.646 -1.530  0.4016
H: -2.952 -0.131 -1.185  0.3395
H: -0.664 1.341 1.527  0.3711
H: -4.557 -0.827 -1.032  0.3190
H: -3.226 3.958 -0.567  0.4029
H: -2.040 2.887 -1.311  0.2660
H: -2.714 0.526 2.563  0.4360
H: 3.340 0.598 -2.452  0.4694
H: -3.572 -2.812 0.170  0.3046
H: -1.246 0.960 -0.080  -0.1751

=====

Entry from the Open Molecules 2025 dataset: a cluster of 10 separate species, C22H68N4O10 in total (wB97M-V/def2-TZVPD).

Calculated values
Orbital gap (spin up / spin down) in hartree: 0.06409 / 0.33162
2S+1: 2
Total charge: -1
HOMO (spin up / spin down) in hartree: 0.018 / -0.251
DFT total energy in a.u.: -1850.1370
Relative energy (zero: lowest compared OMol25 entry of this formula, charge and spin) in eV: 3.041

Each line ends with the Mulliken charge.
Geometry (Å):
O: -2.807 -4.412 -2.013  -0.2985
O: 2.623 4.188 2.620  1.2190
O: 0.766 -3.224 -0.295  -0.3543
O: -1.115 0.957 -4.380  -0.4643
O: -1.231 -1.982 3.513  0.2173
O: -1.316 1.273 0.871  -0.5004
O: 0.945 4.578 -1.867  -0.4843
O: 5.857 2.372 -1.671  -0.2832
O: -6.260 0.688 -0.748  -0.5595
O: -4.826 1.545 3.761  -0.5455
N: -2.988 -7.140 -2.739  -0.8530
N: 1.132 -1.885 -3.377  -0.6008
N: 0.930 1.956 2.786  0.0828
N: 4.771 -0.255 -0.718  -0.9076
C: 0.649 4.126 -0.565  -0.2136
C: 0.750 -0.653 -4.060  1.2776
C: 4.641 2.186 -1.018  -0.8223
C: -3.451 -5.371 -1.114  -0.5666
C: 1.145 -0.670 -5.512  -1.6032
C: 3.912 0.782 -1.269  0.5504
C: -5.183 -0.014 -0.147  -0.0430
C: -1.397 -6.847 -0.890  -1.2910
C: -3.721 0.694 3.518  0.0622
C: -2.900 -6.755 -1.330  0.1660
C: 6.763 3.256 -0.970  -0.9492
C: 3.854 4.810 2.854  -1.8490
C: -3.193 -3.103 -1.566  -0.5896
C: 2.613 0.798 -0.566  -1.2539
C: -0.754 -0.336 -3.868  0.1566
C: -1.370 -0.040 0.360  0.3805
C: -0.847 2.107 -3.495  -0.5441
C: 0.607 3.190 3.350  1.4569
C: -0.769 -0.880 4.284  -1.5610
C: -0.102 -3.287 0.839  -0.5353
C: 1.894 3.842 3.788  -2.1859
C: -0.312 2.845 4.566  -0.9730
H: 2.128 -0.174 -0.661  0.0055
H: -3.465 -7.430 -0.687  0.3991
H: -1.345 -1.130 -4.325  0.3978
H: 5.681 0.172 -0.818  0.2881
H: -1.211 3.063 -3.871  0.3878
H: 3.783 0.649 -2.343  0.2633
H: -2.473 -6.378 -3.156  0.3697
H: -0.982 -0.486 -2.813  -0.4454
H: -0.672 1.361 1.577  0.0933
H: -4.202 -2.733 -1.743  0.4942
H: 0.579 -2.643 -3.752  0.2727
H: 1.639 -3.583 -0.118  0.1844
H: 2.421 3.230 4.519  0.4788
H: 0.143 2.128 5.249  0.2268
H: -1.287 -0.650 5.215  0.2856
H: 0.280 -1.110 4.471  0.9166
H: -0.155 -4.304 1.229  0.3818
H: 3.966 2.957 -1.390  0.3197
H: 1.530 1.446 3.419  0.2255
H: 1.157 0.384 -5.788  0.3288
H: -0.478 3.764 5.128  0.7730
H: -1.810 -0.698 1.109  0.1837
H: -1.246 2.434 4.184  -0.3369
H: 0.149 3.162 -0.469  -0.2273
H: -3.128 -5.212 -0.085  0.3181
H: 4.677 2.394 0.052  0.3489
H: -3.050 -3.029 -0.487  0.2445
H: 0.045 4.888 -0.073  0.4609
H: -2.492 -2.428 -2.056  -0.0180
H: 1.921 1.517 -1.004  0.0421
H: 4.538 -0.352 0.260  0.4380
H: 0.254 -2.749 1.717  0.3782
H: -3.928 -6.887 -3.011  0.3149
H: -4.537 -5.297 -1.160  0.3330
H: 0.217 2.232 -3.295  0.2105
H: -0.719 -0.004 3.637  -0.3139
H: -4.787 2.205 3.065  0.3233
H: -5.244 -1.056 -0.460  0.0895
H: -1.142 -2.765 4.061  0.0979
H: -3.578 0.020 4.363  0.2003
H: -3.811 -0.013 2.693  0.0366
H: 1.719 5.100 -1.641  0.3321
H: 6.385 4.272 -0.856  0.2798
H: 7.092 2.834 -0.021  0.3595
H: 4.469 4.802 1.954  -0.1706
H: -1.252 1.965 -2.494  0.0976
H: 1.550 2.290 2.063  -0.4457
H: -2.935 1.384 3.212  -0.1195
H: 7.594 3.290 -1.675  0.3082
H: 0.386 -1.212 -6.076  0.3440
H: -4.234 0.298 -0.582  0.1063
H: -5.163 0.115 0.936  0.0987
H: -2.087 -0.024 -0.461  -0.2646
H: -1.220 -6.606 0.159  0.3585
H: -6.231 1.622 -0.529  0.3147
H: 1.293 0.143 -3.551  -0.4324
H: 4.456 4.491 3.705  0.5845
H: 3.695 5.842 3.166  0.4443
H: -0.956 -7.831 -1.053  0.3986
H: 0.878 -1.850 -2.400  0.1057
H: 2.167 -1.006 -5.686  0.4384
H: 0.033 3.681 2.564  0.1274
H: 2.777 0.990 0.495  0.8509
H: 1.603 4.082 -0.039  0.1608
H: 1.602 4.761 4.295  0.1094
H: -0.377 -0.381 0.065  -0.0746
H: -0.768 -6.240 -1.541  0.2106
H: -1.153 -3.046 0.677  -0.0313